Record 1
Molecular formula: C9H64NO24
Method: DFT, ωB97M-V/def2-TZVPD

ORCA input file:
```
! wB97M-V def2-TZVPD RIJCOSX def2/J DEFGRID3
* xyz 0 2
C 25.67 -15.00 -0.68
C 25.28 -13.97 -1.82
C 24.66 -12.73 -1.12
C 24.48 -11.49 -2.09
C 25.73 -11.16 -2.80
C 26.37 -12.37 -3.62
N 26.45 -13.62 -2.76
O 27.23 -14.72 -3.19
C 27.77 -11.83 -4.01
C 25.47 -12.51 -4.85
C 24.05 -14.62 -2.53
H 24.89 -15.19 0.06
H 26.51 -14.69 -0.06
H 26.10 -15.90 -1.11
H 25.19 -12.36 -0.24
H 23.74 -13.07 -0.64
H 24.17 -10.63 -1.51
H 23.69 -11.77 -2.80
H 26.49 -10.89 -2.07
H 25.58 -10.26 -3.38
H 28.41 -11.76 -3.14
H 27.83 -10.81 -4.41
H 28.22 -12.36 -4.85
H 24.56 -13.10 -4.70
H 25.94 -13.04 -5.67
H 25.17 -11.56 -5.28
H 23.32 -15.03 -1.84
H 24.42 -15.31 -3.29
H 23.41 -13.99 -3.15
O 28.22 -12.81 -0.46
H 28.10 -11.88 -0.26
H 27.59 -12.98 -1.16
O 29.55 -8.87 -4.35
H 30.17 -9.21 -4.99
H 29.71 -9.40 -3.56
O 26.94 -18.16 -3.53
H 26.43 -17.46 -3.95
H 27.69 -17.71 -3.15
O 29.55 -10.33 -1.57
H 29.32 -11.24 -1.39
H 29.92 -10.01 -0.75
O 25.70 -7.96 -4.86
H 26.50 -7.45 -4.98
H 25.33 -7.65 -4.04
O 28.25 -14.02 1.98
H 27.36 -13.97 2.33
H 28.19 -13.60 1.12
O 26.04 -16.30 2.25
H 26.92 -16.51 1.94
H 25.97 -16.76 3.09
O 23.89 -7.60 -2.84
H 23.14 -8.19 -2.82
H 24.21 -7.59 -1.94
O 23.90 -17.97 -1.56
H 24.41 -17.42 -2.15
H 23.06 -17.52 -1.48
O 27.81 -9.49 -7.03
H 27.90 -8.54 -7.08
H 27.10 -9.63 -6.40
O 27.81 -8.17 -1.04
H 26.85 -8.15 -0.96
H 28.02 -9.10 -1.12
O 22.43 -14.03 1.54
H 21.98 -14.59 2.18
H 22.60 -14.61 0.79
O 21.50 -16.71 -1.03
H 21.10 -16.92 -0.19
H 21.16 -15.85 -1.25
O 25.75 -15.64 -5.67
H 25.79 -15.13 -4.87
H 24.82 -15.76 -5.83
O 21.68 -9.25 -3.11
H 21.71 -10.02 -2.55
H 21.57 -9.59 -3.99
O 28.79 -16.77 -2.21
H 28.23 -16.07 -2.55
H 29.29 -16.35 -1.50
O 30.60 -14.12 -4.25
H 29.67 -14.22 -4.04
H 30.88 -13.36 -3.73
O 25.12 -13.79 2.39
H 24.17 -13.76 2.29
H 25.35 -14.69 2.17
O 22.59 -11.17 1.56
H 22.35 -12.10 1.60
H 23.23 -11.06 2.26
O 25.24 -7.97 -0.23
H 24.34 -8.28 -0.11
H 25.46 -7.57 0.61
O 24.90 -12.79 -8.35
H 24.45 -12.89 -7.51
H 24.22 -12.93 -9.00
O 22.47 -9.00 -0.15
H 21.63 -9.02 -0.61
H 22.58 -9.88 0.21
O 27.40 -10.57 0.90
H 26.91 -10.90 1.66
H 26.81 -9.94 0.49
*
```

**ΔE to the lowest compared entry with this formula, charge and spin**: 0.000 eV
**HOMO level (alpha / beta)**: -10.208 / -10.209 eV
**<S²>**: 0.755
**Gap between HOMO and LUMO (alpha / beta)**: 9.093 / 8.556 eV
**E**: -61000.458 eV



Record 2
Molecular formula: C9H6CaN2O4
Method: DFT, ωB97M-V/def2-TZVPD

ORCA input file:
```
! wB97M-V def2-TZVPD RIJCOSX def2/J DEFGRID3
* xyz 2 1
O 0.09 -2.01 -3.53
C 0.35 -1.15 -2.81
Ca 1.47 0.85 -1.44
O -3.53 0.34 -5.00
C -2.57 0.41 -4.38
C 2.67 0.42 -3.50
O 3.17 0.30 -4.54
C 0.30 2.70 -2.63
O -0.10 3.64 -3.16
N -0.71 -0.89 4.33
C -0.33 -0.58 3.05
C 1.03 -0.39 2.72
C 1.38 -0.09 1.41
N 0.44 0.00 0.40
C -0.89 -0.15 0.72
C -1.29 -0.47 2.01
H -0.05 -0.98 5.09
H -1.70 -1.04 4.54
H 1.82 -0.44 3.47
H 2.42 0.12 1.12
H -1.61 0.01 -0.10
H -2.35 -0.61 2.22
*
```

**ΔE to the lowest compared entry with this formula, charge and spin**: 0.000 eV
**HOMO level**: -15.312 eV
**Gap between HOMO and LUMO**: 6.763 eV
**E**: -39023.770 eV



Record 3
Molecular formula: C9H6Cl2
Method: DFT, ωB97M-V/def2-TZVPD

ORCA input file:
```
! wB97M-V def2-TZVPD RIJCOSX def2/J DEFGRID3
* xyz 0 1
C 1.43 1.85 0.46
C 2.24 0.72 0.24
C 0.07 1.74 0.33
C 1.63 -0.50 0.00
C -0.53 0.57 -0.06
C 0.23 -0.59 -0.23
C -2.13 -1.07 -0.56
C -1.92 0.21 -0.22
C -0.54 -1.78 -0.71
Cl -3.32 1.13 0.13
Cl -0.53 -3.13 0.46
H 1.81 2.87 0.92
H 3.31 0.72 0.58
H -0.54 2.44 0.75
H 2.20 -1.35 0.04
H -3.12 -1.62 -0.44
H -0.30 -2.22 -1.70
*
```

**ΔE to the lowest compared entry with this formula, charge and spin**: 0.000 eV
**HOMO level**: -8.774 eV
**SMILES string**: ClC1=C[C@H](Cl)c2ccccc21
**Gap between HOMO and LUMO**: 8.941 eV
**E**: -34473.626 eV



Record 4
Molecular formula: C9H6Cl5NO2Pd
Method: DFT, ωB97M-V/def2-TZVPD

ORCA input file:
```
! wB97M-V def2-TZVPD RIJCOSX def2/J DEFGRID3
* xyz 0 1
Pd -0.48 0.43 0.17
N 1.08 2.17 0.08
C 0.72 2.87 -1.17
C -0.72 3.40 -1.12
C -1.77 2.37 -1.69
O -2.32 2.66 -2.73
O -1.97 1.35 -0.97
H 1.04 2.82 0.87
H 2.03 1.81 0.01
H 0.84 2.17 -2.00
H 1.41 3.72 -1.33
H -0.81 4.29 -1.74
H -1.01 3.64 -0.10
Cl -1.54 -0.76 2.60
C -0.64 -1.98 1.76
C -0.14 -1.53 0.55
C 0.61 -2.40 -0.23
Cl 1.20 -1.67 -1.68
C 0.88 -3.70 0.18
Cl 1.81 -4.76 -0.79
C 0.38 -4.12 1.41
Cl 0.72 -5.71 1.95
C -0.38 -3.27 2.22
Cl -0.95 -3.80 3.75
*
```

**HOMO level**: -8.981 eV
**Gap between HOMO and LUMO**: 6.526 eV
**E**: -81105.321 eV



Record 5
Molecular formula: C9H6CoN2O5S
Method: DFT, ωB97M-V/def2-TZVPD

ORCA input file:
```
! wB97M-V def2-TZVPD RIJCOSX def2/J DEFGRID3
* xyz 3 5
O -2.73 -2.61 1.82
C -1.94 -2.44 1.02
Co -0.09 -2.32 -1.57
O -0.65 -5.24 -1.87
C -0.42 -4.12 -1.75
C 0.83 -1.68 -2.77
O 1.49 -1.17 -3.58
C 1.37 -2.12 -0.46
O 2.11 -1.92 0.40
C -1.48 -1.47 -2.45
O -2.43 -0.94 -2.85
C 1.51 3.09 0.18
N 0.58 2.27 0.97
C 0.20 2.42 2.29
C -0.70 1.44 2.56
N -0.84 0.71 1.40
C -0.05 1.20 0.40
S 0.12 0.67 -1.20
H 2.34 2.48 -0.20
H 1.00 3.47 -0.72
H 1.86 3.92 0.81
H 0.62 3.20 2.91
H -1.25 1.21 3.44
H -1.47 -0.07 1.24
*
```

**ΔE to the lowest compared entry with this formula, charge and spin**: 0.282 eV
**HOMO level (alpha / beta)**: -20.153 / -22.077 eV
**<S²>**: 6.043
**Gap between HOMO and LUMO (alpha / beta)**: 8.276 / 5.439 eV
**E**: -71073.444 eV



Record 6
Molecular formula: C9H6F5N3ORuS2
Method: DFT, ωB97M-V/def2-TZVPD

ORCA input file:
```
! wB97M-V def2-TZVPD RIJCOSX def2/J DEFGRID3
* xyz 0 1
Ru 0.04 0.20 -0.65
S 1.62 -1.31 -0.11
C 0.27 -2.34 0.34
S -1.22 -1.62 -0.18
C 0.42 -3.54 0.97
C -0.50 -4.61 0.74
N -1.22 -5.48 0.53
C 1.51 -3.76 1.87
N 2.35 -3.88 2.64
N -0.45 1.77 3.36
C -0.45 1.45 2.06
O 0.15 0.46 1.64
C -1.18 2.30 1.06
C -0.44 2.12 -0.25
H 0.01 1.16 4.01
H -0.95 2.57 3.70
H -1.29 3.34 1.39
H -2.19 1.89 0.98
H 0.56 2.58 -0.21
H -0.98 2.47 -1.13
F 0.17 -1.18 -3.17
C -0.03 0.06 -2.67
F -1.27 0.47 -3.10
C 1.02 0.99 -3.33
F 0.55 2.24 -3.40
F 1.38 0.61 -4.54
F 2.12 1.03 -2.55
*
```

**ΔE to the lowest compared entry with this formula, charge and spin**: 1.279 eV
**HOMO level**: -8.738 eV
**Gap between HOMO and LUMO**: 6.394 eV
**E**: -53786.240 eV



What did the third record say?
Molecular formula: C9H6Cl2
Method: DFT, ωB97M-V/def2-TZVPD

ORCA input file:
```
! wB97M-V def2-TZVPD RIJCOSX def2/J DEFGRID3
* xyz 0 1
C 1.43 1.85 0.46
C 2.24 0.72 0.24
C 0.07 1.74 0.33
C 1.63 -0.50 0.00
C -0.53 0.57 -0.06
C 0.23 -0.59 -0.23
C -2.13 -1.07 -0.56
C -1.92 0.21 -0.22
C -0.54 -1.78 -0.71
Cl -3.32 1.13 0.13
Cl -0.53 -3.13 0.46
H 1.81 2.87 0.92
H 3.31 0.72 0.58
H -0.54 2.44 0.75
H 2.20 -1.35 0.04
H -3.12 -1.62 -0.44
H -0.30 -2.22 -1.70
*
```

**ΔE to the lowest compared entry with this formula, charge and spin**: 0.000 eV
**HOMO level**: -8.774 eV
**SMILES string**: ClC1=C[C@H](Cl)c2ccccc21
**Gap between HOMO and LUMO**: 8.941 eV
**E**: -34473.626 eV